(1)
Molecular formula: C34H76Br2F4O18PS
Method: DFT, ωB97M-V/def2-TZVPD

## Properties
LUMO level = -0.180 hartree
Charge = +1
Kohn-Sham gap = 0.19839 Ha

Geometry (Å):
Br: 1.946 0.995 -5.741
Br: 0.797 4.549 -2.998
S: -2.330 2.166 -1.982
P: -1.808 2.757 0.101
F: 3.029 3.080 -4.437
F: 0.618 3.758 -5.555
F: 2.023 1.649 -3.130
F: -2.774 3.545 -2.582
O: -5.729 2.684 -6.568
O: -2.960 -4.680 7.413
O: 5.554 9.338 -5.814
O: -3.481 0.636 -6.643
O: -5.560 -4.736 5.795
O: -0.266 3.031 0.097
O: -0.588 -1.903 0.680
O: 2.630 10.179 -5.876
O: -1.962 1.376 0.800
O: -4.958 -6.556 8.722
O: -0.530 -3.339 3.338
O: 4.700 -4.375 4.328
O: -5.882 -0.064 -8.404
O: -2.757 3.789 0.426
O: 6.522 -4.970 7.244
O: 3.901 7.629 -3.896
O: 5.967 -2.215 6.054
O: 1.247 -4.350 0.786
C: -0.269 -2.665 4.550
C: -0.652 2.387 -4.187
C: 6.037 -3.828 7.923
C: -5.208 -0.918 -7.506
C: -4.358 2.946 -6.772
C: 1.560 -3.078 0.265
C: -4.238 -4.881 5.317
C: 6.529 -2.913 4.956
C: -4.224 -5.527 9.357
C: 5.533 -3.319 3.893
C: 2.253 11.533 -5.760
C: -3.931 -4.389 8.406
C: -6.189 -3.544 5.393
C: -0.794 1.720 -2.808
C: 3.363 -4.268 3.905
C: 5.133 8.282 -3.626
C: -6.247 3.149 -5.347
C: 4.515 8.872 -6.656
C: 5.283 9.546 -4.440
C: 7.813 -5.368 7.644
C: -1.452 -2.934 1.158
C: 3.459 9.902 -6.989
C: 3.979 6.229 -3.896
C: -4.630 -0.149 -6.339
C: 0.803 -1.986 0.986
C: -4.599 -7.857 9.127
C: 0.658 3.144 -4.350
C: -5.751 -0.435 -9.760
C: -3.661 1.790 -7.454
C: -1.686 -2.921 2.650
C: -3.325 -5.525 6.337
C: 1.211 -5.380 -0.178
C: 1.951 2.290 -4.323
C: 5.216 -2.946 7.009
H: 2.775 -4.978 4.485
H: -3.741 -6.473 6.681
H: -3.512 -7.992 9.120
H: -4.976 -8.091 10.129
H: -0.823 0.630 -2.872
H: -6.146 0.383 -10.358
H: 2.632 -2.880 0.402
H: 0.066 3.692 -0.539
H: 1.495 11.809 -6.501
H: -4.255 -5.520 4.422
H: 0.764 -2.886 4.812
H: -0.919 -3.004 5.363
H: -5.917 -1.652 -7.099
H: -1.107 -3.916 0.833
H: 5.975 7.612 -3.835
H: 4.802 5.865 -4.523
H: -6.434 -3.552 4.323
H: -4.256 3.836 -7.407
H: -5.562 -2.669 5.603
H: 3.041 5.860 -4.309
H: -5.404 0.443 -5.849
H: 3.116 12.198 -5.874
H: -3.284 -5.915 9.763
H: 6.169 10.060 -4.059
H: -4.813 -5.122 10.191
H: -7.219 2.683 -5.198
H: 8.515 -4.527 7.622
H: 1.220 -1.034 0.643
H: 1.341 -3.034 -0.810
H: 2.844 9.500 -7.806
H: 6.866 -3.246 8.341
H: 0.026 2.013 -2.158
H: 4.051 7.964 -6.264
H: 5.015 8.617 -7.593
H: -6.377 4.237 -5.348
H: -3.818 -3.906 5.037
H: -5.596 2.873 -4.507
H: 3.244 -4.507 2.842
H: 4.755 -2.182 7.640
H: 4.104 5.826 -2.882
H: 2.972 -3.259 4.087
H: 2.213 -5.630 -0.543
H: -4.701 -0.597 -10.029
H: -4.407 -1.466 -8.016
H: -4.856 -4.010 7.966
H: 1.835 11.670 -4.764
H: -1.402 0.644 0.479
H: 5.391 -4.147 8.752
H: 6.098 -3.645 3.008
H: -6.318 -1.344 -9.988
H: -1.421 3.142 -4.343
H: 0.785 -6.257 0.305
H: 4.932 -2.445 3.609
H: -2.502 -3.623 2.869
H: -0.372 -1.578 4.442
H: -3.854 3.156 -5.816
H: 0.971 -2.053 2.061
H: -2.647 2.121 -7.696
H: 7.116 -3.774 5.279
H: -4.270 -0.892 -5.622
H: -2.384 -5.739 5.822
H: 7.210 -2.195 4.492
H: 5.167 8.555 -2.563
H: -0.756 1.657 -4.989
H: 3.944 10.816 -7.349
H: 7.814 -5.799 8.651
H: -4.162 1.545 -8.391
H: -5.044 -8.552 8.416
H: -1.998 -1.919 2.973
H: -7.113 -3.456 5.961
H: 4.424 10.202 -4.288
H: -3.487 -3.586 9.000
H: -2.412 -2.740 0.673
H: 0.582 -5.104 -1.032
H: 8.151 -6.126 6.939
H: 4.416 -3.524 6.541

Force components x, y, z for each atom (eV/Å):
0.0 0.0 0.0
0.0 0.0 0.2
-0.9 -0.6 -0.1
0.4 0.1 0.6
-0.4 -0.3 0.1
0.0 0.1 0.0
0.1 0.1 -0.2
0.4 0.1 0.0
0.1 -0.3 0.1
0.1 0.1 0.0
0.1 0.0 0.0
0.1 0.1 0.2
0.1 0.1 0.2
-0.1 -0.3 -0.4
-0.1 0.4 -0.1
0.2 0.0 0.1
0.1 -0.1 -0.5
0.2 0.0 -0.2
0.2 0.2 -0.1
0.0 0.1 0.2
0.2 0.2 0.0
-0.2 0.2 -0.2
0.1 0.1 -0.2
0.0 0.0 -0.2
0.0 0.1 0.0
-0.3 0.1 0.0
0.0 -0.1 0.1
-0.1 0.0 0.1
0.0 -0.1 0.1
-0.1 -0.1 0.0
-0.1 0.2 0.0
0.1 -0.1 0.0
-0.1 -0.1 -0.2
0.1 0.0 0.0
-0.1 0.0 0.1
0.0 -0.1 -0.2
-0.1 0.0 0.0
0.0 0.1 0.1
-0.1 0.0 -0.1
0.4 0.4 -0.1
0.0 -0.1 -0.1
0.0 0.0 0.1
0.0 0.2 0.0
0.0 0.0 -0.1
0.0 0.1 0.1
0.0 -0.1 0.1
-0.1 0.0 0.0
-0.1 0.0 -0.1
0.0 0.0 0.1
0.0 -0.1 0.1
0.1 0.1 0.0
-0.1 0.0 0.1
0.1 0.0 -0.3
-0.1 -0.1 0.0
0.1 0.0 -0.1
0.0 -0.2 0.1
0.0 -0.1 -0.1
0.1 0.0 0.0
0.2 0.2 0.2
-0.1 0.0 0.1
0.0 0.0 0.0
-0.1 0.1 0.1
0.0 0.0 0.0
0.0 0.0 0.0
-0.2 0.0 0.0
0.0 0.0 0.0
0.0 0.0 -0.1
0.0 0.2 0.2
0.0 0.0 0.0
0.1 0.1 0.0
0.0 0.0 0.1
0.0 0.0 0.0
0.1 -0.1 0.0
0.1 0.0 0.1
0.0 0.0 0.0
0.0 0.0 0.0
0.0 0.0 0.0
0.1 0.0 0.0
0.0 0.0 0.0
0.0 0.0 0.0
0.0 0.1 -0.1
0.0 0.0 0.0
0.0 0.0 -0.1
0.0 0.0 0.0
0.1 0.0 0.1
0.0 0.0 -0.1
0.0 0.0 0.0
0.0 0.0 0.0
0.0 0.0 0.0
0.0 0.1 -0.1
0.0 0.0 0.0
0.0 -0.1 0.0
0.0 0.1 0.1
0.0 0.0 0.0
0.0 0.0 0.0
0.0 0.0 0.0
0.0 0.0 0.0
0.0 0.0 0.0
0.0 0.0 0.0
0.0 0.0 0.0
0.0 0.0 0.0
0.0 0.0 0.0
0.0 0.0 0.0
0.0 0.0 0.0
0.0 -0.1 0.0
0.0 0.0 0.0
0.1 -0.2 0.5
0.1 0.1 0.1
0.0 0.1 0.0
0.0 0.0 0.0
0.0 0.0 -0.1
0.0 0.0 0.0
0.0 0.0 0.1
-0.1 0.1 0.0
0.0 0.0 0.0
-0.1 0.0 0.0
-0.1 -0.1 0.0
0.0 0.0 0.0
-0.1 -0.1 0.0
0.0 0.0 0.0
0.0 0.0 0.0
0.0 0.0 0.0
0.1 0.0 0.0
0.1 0.0 0.0
0.0 0.0 0.1
0.0 0.0 0.0
-0.1 0.0 0.1
0.0 0.0 0.0
0.0 0.0 0.0
0.0 0.0 0.0
-0.1 -0.1 0.0
0.0 0.0 0.0
0.0 0.0 0.0
0.0 0.0 0.0
0.0 0.0 0.0
0.1 -0.1 0.0

(2)
Molecular formula: C34H76N2O3P2
Method: DFT, ωB97M-V/def2-TZVPD

## Properties
LUMO level = 0.005 hartree
SMILES = [H]/N=C(\C)C[C@]1([PH2]=N)OC(=O)O[C@]1(CC)P(C)C.CCCCCC.CCCCCC.CCCCCC.CCCCCC
Kohn-Sham gap = 0.31514 Ha

Geometry (Å):
P: 1.629 6.309 0.768
P: -0.476 3.036 1.530
O: -1.724 5.290 2.875
O: -0.352 7.123 2.378
O: -2.349 7.373 3.720
N: -3.332 4.130 -0.773
N: -1.826 2.189 1.836
C: 1.617 -0.087 -4.871
C: -3.421 -4.239 3.523
C: 0.391 -0.775 -4.287
C: -1.304 -6.730 -5.187
C: 5.535 -3.317 1.548
C: 0.522 0.033 -1.268
C: 0.409 5.868 2.168
C: -1.570 -1.764 3.007
C: 3.163 5.205 0.792
C: -4.128 5.758 0.944
C: 6.135 -2.059 0.934
C: -1.541 -1.081 4.367
C: 5.122 -0.926 0.762
C: -1.130 -4.695 -3.660
C: -2.931 5.013 0.135
C: -3.918 -2.815 3.275
C: 1.180 5.726 3.576
C: -2.983 -1.931 2.444
C: 4.345 -1.627 -1.605
C: -1.380 5.339 0.364
C: -0.552 -0.849 -0.647
C: 3.953 -1.230 -0.180
C: -0.007 0.932 -2.386
C: 2.123 8.148 1.021
C: -1.704 -5.279 -4.952
C: -1.592 -5.378 -2.369
C: -3.106 -5.408 -2.149
C: 5.089 -0.527 -2.351
C: 0.953 4.347 4.364
C: -0.819 4.915 1.811
C: -3.721 -4.021 -2.023
C: -3.251 -5.050 2.245
C: -1.543 6.709 3.048
C: -0.575 0.192 -3.599
H: -3.825 6.827 1.265
H: -4.889 -2.861 2.767
H: 3.306 -0.347 -0.223
H: -3.309 -5.963 -1.227
H: -2.478 -4.225 4.077
H: -1.535 1.540 2.598
H: -0.989 -1.159 2.303
H: 2.312 5.819 3.363
H: 1.344 -0.591 -1.634
H: -0.036 -4.745 -3.703
H: -1.343 -4.679 -5.793
H: 6.310 -4.076 1.684
H: -3.597 -3.438 -2.939
H: -0.127 -1.439 0.170
H: 3.230 8.333 0.807
H: -2.909 -2.334 1.428
H: 2.250 -0.817 -5.383
H: -0.815 4.726 -0.434
H: 4.712 -0.665 1.745
H: -1.707 -7.081 -6.141
H: -4.372 4.074 -0.754
H: 6.942 -1.706 1.584
H: 1.078 4.586 5.488
H: -0.791 1.582 -1.980
H: -5.111 5.729 0.371
H: -4.146 -4.752 4.165
H: 5.650 -0.033 0.411
H: -2.006 -0.092 4.319
H: 4.486 0.384 -2.406
H: -4.193 -5.112 1.694
H: -0.508 -0.951 4.701
H: -3.269 -3.466 -1.196
H: 1.328 0.677 -5.598
H: -1.063 -2.732 3.070
H: 0.946 0.669 -0.482
H: 0.557 2.532 2.381
H: 4.759 -3.747 0.911
H: 1.520 8.805 0.300
H: 0.798 1.601 -2.710
H: -4.256 5.174 1.923
H: -0.068 3.865 4.224
H: 2.954 4.086 0.731
H: 3.339 -2.030 0.249
H: -1.365 -0.244 -0.238
H: 6.600 -2.305 -0.025
H: -3.601 -5.960 -2.954
H: -1.120 -4.868 -1.521
H: -4.109 -2.336 4.241
H: -2.933 -6.068 2.484
H: -0.216 -6.833 -5.223
H: -2.061 -1.669 5.127
H: -1.688 -7.387 -4.403
H: -1.380 -3.629 -3.616
H: 3.432 -1.866 -2.160
H: -0.035 2.804 0.171
H: -4.794 -4.103 -1.827
H: 2.223 0.388 -4.094
H: -1.224 6.433 0.086
H: -3.443 -0.942 2.342
H: -1.471 -0.362 -3.299
H: 5.308 -0.848 -3.373
H: -0.145 -1.277 -5.099
H: -0.972 -1.548 -1.376
H: 3.810 5.436 1.724
H: 5.099 -3.102 2.528
H: -2.795 -5.193 -4.960
H: 0.928 6.610 4.272
H: 1.863 8.457 2.099
H: 3.820 5.472 -0.113
H: -2.494 -4.614 1.588
H: -1.214 -6.407 -2.347
H: 4.948 -2.540 -1.598
H: 6.040 -0.283 -1.871
H: 0.704 -1.562 -3.593
H: 1.789 3.594 4.108
H: -0.914 0.935 -4.329

Force components x, y, z for each atom (eV/Å):
-0.6 0.1 -2.3
-2.5 -1.8 1.4
0.9 1.8 -0.7
-2.6 -1.1 1.2
3.6 -2.3 -2.9
1.5 2.1 2.3
1.9 0.3 0.4
0.1 -0.2 0.0
-0.2 0.0 0.0
-0.1 0.1 -0.1
-0.1 -0.1 -0.1
0.1 -0.1 0.0
-0.1 0.1 0.0
1.0 1.1 1.5
-0.1 0.1 0.0
1.3 0.5 1.2
1.6 -0.1 1.0
0.0 0.1 0.1
0.2 -0.1 0.0
0.1 0.1 -0.1
-0.1 0.1 0.0
-2.6 -1.2 -1.3
0.0 0.1 0.1
0.6 -1.0 0.3
0.0 0.0 -0.1
-0.1 0.1 0.1
-1.1 -0.6 -1.2
0.0 -0.1 0.1
0.0 -0.1 0.1
0.1 0.1 0.0
0.0 0.3 1.0
0.1 0.0 0.0
0.0 -0.2 0.0
0.1 0.1 0.1
0.1 -0.1 -0.1
0.8 0.2 0.8
1.5 1.1 -1.7
-0.2 0.0 0.0
0.1 -0.1 0.1
-1.6 0.5 1.4
-0.1 -0.1 0.0
-0.7 -1.6 -0.7
0.1 0.0 0.0
0.0 -0.1 0.0
0.0 0.0 -0.1
0.0 0.0 0.0
-0.6 0.5 -0.6
0.0 -0.1 0.0
-1.8 -0.1 0.4
0.0 0.1 0.0
0.0 0.0 0.0
-0.1 0.0 0.1
-0.1 0.0 0.0
0.0 0.0 0.1
-0.1 0.0 -0.1
-1.5 -0.4 0.4
0.0 0.0 0.0
0.0 0.1 0.0
-0.9 1.1 1.2
0.0 0.0 0.0
0.1 0.0 0.1
0.9 0.2 0.0
0.0 0.0 -0.1
-0.3 -0.5 -1.7
0.0 0.0 0.0
1.5 0.2 0.6
0.1 0.0 0.0
0.0 0.0 0.0
0.0 -0.1 0.0
0.0 0.0 0.0
0.1 0.0 0.0
-0.1 0.0 0.1
0.0 0.0 -0.1
0.0 0.0 0.1
0.0 0.0 0.0
0.1 0.0 0.0
0.1 0.8 -0.7
0.0 0.0 0.1
0.8 -1.2 1.1
0.0 0.0 0.0
0.1 0.8 -1.4
1.3 0.8 0.1
0.0 1.5 0.2
0.0 0.1 0.0
0.0 0.0 0.0
0.0 0.0 0.0
0.1 0.0 0.0
0.0 0.0 0.0
0.0 0.0 -0.1
0.0 0.1 -0.1
-0.1 0.0 0.0
0.0 0.1 0.0
0.1 0.0 0.0
0.0 0.0 0.0
0.0 -0.1 0.0
0.1 1.0 0.8
0.1 0.1 0.0
0.0 0.0 -0.1
-0.1 -1.3 0.8
0.1 0.0 0.0
0.0 0.1 0.0
0.0 0.1 0.0
0.0 0.0 0.1
0.0 0.0 0.0
-0.8 -0.7 -1.4
0.0 0.0 -0.1
0.0 0.0 0.0
0.1 -1.4 -1.3
0.6 -0.3 -1.7
-1.2 -0.3 1.2
-0.1 0.0 0.0
0.0 0.1 0.0
0.0 0.0 0.0
-0.1 0.0 0.0
0.0 0.0 0.0
-1.4 1.1 0.3
0.0 0.0 0.0